(1)
# C19H37O6PS6SiTaTe

C19H37O6PS6SiTaTe as an isolated structure (ωB97M-V/def2-TZVPD, the Open Molecules 2025 dataset).

Cartesian coordinates (Å):
Ta -0.62471 -1.15440 1.35144
S -0.16490 -4.02369 6.40911
C -0.37242 -2.67198 5.49182
S 1.01117 -1.94715 4.67891
C 0.10084 -0.76126 3.74244
C -1.28116 -0.77945 3.73556
S -2.35200 -0.02510 2.52256
S -1.90125 -1.99781 4.89579
S 0.99509 0.17466 2.45871
C 1.24642 -5.85859 -2.05110
C 0.37825 -5.94869 -0.82870
O 0.21104 -4.54544 -0.38208
P -0.21339 -4.12793 1.02926
O 0.56174 -2.83089 1.32721
Te -2.43265 -3.41410 1.15057
O 0.06582 -5.30685 2.01932
C 1.11411 -5.52666 2.95646
C 1.08378 -7.00094 3.32731
H 1.39816 -6.85778 -2.49780
H 2.19055 -5.45585 -1.72659
H 0.87297 -5.19752 -2.81656
H 0.79815 -6.60138 -0.04825
H -0.60886 -6.22833 -1.06826
H 1.01103 -4.87999 3.87905
H 2.04288 -5.22091 2.43202
H 0.22414 -7.32316 3.90200
H 2.02479 -7.21130 3.84134
H 1.12286 -7.61708 2.41784
C -3.18471 1.71605 -1.83475
C -2.14906 2.18969 -2.80408
C -2.68192 3.40316 -3.53297
C -1.81430 1.14779 -3.86205
O -0.91817 2.57742 -2.12274
Si -0.13647 2.12987 -0.74875
S -0.33989 -0.14341 -0.68554
O -0.90299 2.50775 0.60936
C -0.97608 3.84187 1.25162
C -0.00572 3.77133 2.37624
C -2.40598 3.94454 1.73422
C -0.52647 4.99922 0.32846
O 1.46263 2.27724 -0.83215
C 2.57519 2.17438 -1.75469
C 3.77618 1.73146 -0.96966
C 2.15482 1.19044 -2.88809
C 2.81396 3.58021 -2.36819
H -4.03780 1.44840 -2.47951
H -3.46221 2.49239 -1.06504
H -2.84687 0.85467 -1.26433
H -3.57107 3.05147 -4.08763
H -1.88631 3.67613 -4.25287
H -2.97617 4.27757 -2.88365
H -2.71185 1.00527 -4.43227
H -1.30852 0.27144 -3.44762
H -1.08094 1.60744 -4.48889
H -0.02469 2.82665 2.94188
H -0.09077 4.60789 3.10380
H 0.97829 3.90945 1.87434
H -2.60273 3.21382 2.49171
H -3.12815 4.03577 0.89221
H -2.42076 4.89813 2.23941
H 0.43808 4.69272 -0.11935
H -0.36640 5.91672 0.85720
H -1.28664 5.24562 -0.42955
H 3.51873 0.75900 -0.53383
H 3.98130 2.44781 -0.16775
H 4.63859 1.66233 -1.61002
H 1.95910 0.18023 -2.40614
H 3.01276 0.91872 -3.54788
H 1.31150 1.54101 -3.57654
H 3.10712 4.31001 -1.63353
H 1.96804 3.94814 -3.01302
H 3.64488 3.50175 -3.00678

## Properties
Total charge: +1
E_HOMO in eV: -11.184
E_LUMO in Eh: -0.149
Frontier orbital gap in eV: 7.14
2S+1: 1


(2)
# C6H16O2

A 2-piece molecular cluster, C6H16O2 overall (ωB97M-V/def2-TZVPD, the Open Molecules 2025 dataset).

Cartesian coordinates (Å):
C -0.36946 -0.13446 1.87020
O 0.12936 0.83963 0.99845
C 1.01727 0.70737 -0.28305
C 1.82816 1.97267 -0.08830
C 1.88295 -0.54497 -0.24962
C 0.17889 0.78917 -1.55659
H -0.10555 0.17081 2.89021
H 0.02468 -1.14231 1.71756
H -1.46776 -0.14449 1.81890
H 2.83366 1.77976 0.27661
H 1.79187 2.63945 -0.94596
H 1.27660 2.43017 0.77364
H 2.40803 -0.61664 0.70167
H 2.63108 -0.46494 -1.03800
H 1.29002 -1.44395 -0.40113
H -0.29414 -0.14732 -1.83395
H -0.56776 1.57468 -1.45859
H 0.83133 1.02128 -2.39747
C -2.89755 -1.65005 -0.11763
O -1.56842 -1.67425 -0.57099
H -3.32628 -0.64087 -0.14920
H -3.47694 -2.29709 -0.77494
H -2.98004 -2.02606 0.90937
H -1.07001 -0.99757 -0.09122

## Properties
Total charge: 0
E_HOMO in eV: -9.644
SMILES: COC(C)(C)C.CO
E_LUMO in Eh: 0.033
Frontier orbital gap in eV: 10.55
2S+1: 1


(3)
# C18H19ClEuOP

C18H19ClEuOP as an isolated structure (ωB97M-V/def2-TZVPD, the Open Molecules 2025 dataset).

Cartesian coordinates (Å):
Eu -0.95172 1.72311 2.43889
Cl -2.32031 1.98842 4.45913
P -0.18429 0.18601 0.36415
C 1.46922 -0.44444 0.41623
C 2.21937 -0.36280 -0.76421
C 3.52192 -0.86348 -0.75536
C 4.07456 -1.34663 0.43158
C 3.34811 -1.32018 1.62638
C 2.03413 -0.84708 1.64406
C -1.36716 -1.16823 0.72178
C -2.66234 -0.87211 1.13599
C -3.50606 -1.93987 1.44791
C -3.02032 -3.25726 1.42776
C -1.67618 -3.52429 1.11150
C -0.84502 -2.46326 0.77510
C -0.71769 0.96842 -1.12813
C -1.24551 2.26745 -1.13300
C -1.78859 2.73523 -2.33535
C -1.80641 1.92359 -3.47403
C -1.31017 0.61825 -3.43634
C -0.78418 0.11864 -2.24231
H -3.00100 0.18099 1.17644
H -4.57293 -1.80628 1.61142
H -3.71768 -4.11323 1.55001
H -1.32848 -4.55070 1.05198
H 0.22042 -2.60519 0.56726
H 1.72608 0.05296 -1.63978
H 4.05876 -0.95941 -1.69147
H 5.04013 -1.84487 0.42659
H 3.78217 -1.75779 2.52194
H 1.42291 -0.80396 2.55889
H -1.18944 2.85940 -0.20307
H -2.17451 3.74329 -2.42858
H -2.18978 2.32861 -4.41206
H -1.28693 -0.02524 -4.31547
H -0.42043 -0.90977 -2.14876
H 4.57405 2.37700 -2.80600
H 4.05535 2.76907 -3.17830
O 0.67256 3.34474 2.71969
H 0.47820 4.29020 2.51272
H 1.36920 3.31067 3.39482

## Properties
Total charge: +2
E_HOMO (spin up / spin down) in eV: -15.395 / -15.182
E_LUMO (spin up / spin down) in Eh: -0.361 / -0.261
Frontier orbital gap (spin up / spin down) in eV: 5.56 / 8.09
2S+1: 7


(4)
# C5H11NO

A 2-piece molecular cluster, C5H11NO overall (ωB97M-V/def2-TZVPD, the Open Molecules 2025 dataset).

Cartesian coordinates (Å):
C 2.51695 -0.31121 0.87976
C 1.58632 -0.30913 -0.03644
C 1.21343 -0.74232 -1.35271
C -0.69273 1.72946 -0.72384
C -2.32973 -0.59720 1.28604
N -0.79188 0.90143 0.46295
O -1.76610 -0.05539 0.16925
H 2.34160 0.37853 1.76254
H 3.36783 -0.95337 0.69194
H 0.80066 -0.00641 -2.04682
H 0.43643 -1.63025 -1.42951
H 2.16261 -1.08015 -1.77703
H -0.19796 1.35143 -1.54652
H -1.60343 2.17119 -0.93062
H -0.18309 2.70164 -0.32975
H -3.33745 -0.10891 1.50958
H -1.67786 -0.58260 2.22088
H -2.57584 -1.67005 1.24939

## Properties
Total charge: 0
E_HOMO (spin up / spin down) in eV: -7.549 / -8.553
E_LUMO (spin up / spin down) in Eh: 0.022 / 0.029
Frontier orbital gap (spin up / spin down) in eV: 8.14 / 9.34
2S+1: 1


(5)
# C9H10N3

An isolated ion of composition C9H10N3 and charge +1 (ωB97M-V/def2-TZVPD, the Open Molecules 2025 dataset).

Cartesian coordinates (Å):
C -1.59039 0.19394 -3.26241
C -1.92800 -0.21837 -1.84856
C -1.08640 -0.81305 -0.98015
C -1.51185 -1.40593 0.23514
N -0.75442 -1.95299 1.06625
C 0.55384 -1.81954 1.19303
C 1.13745 -0.63773 1.38342
C 1.09702 0.56859 1.58586
C 1.06591 1.84778 1.58088
N 2.36927 2.54554 1.92164
C 1.18618 -3.01264 1.44158
N 1.59281 -4.07894 1.58510
H -1.98569 1.20775 -3.64095
H -0.55191 -0.19402 -3.47694
H -2.09049 -0.34999 -4.07691
H -2.95138 -0.10921 -1.62828
H 0.03585 -1.04269 -1.28379
H -2.56109 -1.47243 0.47823
H 0.22693 2.56261 1.36447
H 2.52886 3.44808 1.47943
H 3.19046 1.86361 2.03179
H 2.02703 2.86963 2.85117

## Properties
Total charge: +1
E_HOMO in eV: -12.144
SMILES: C/C=C/C=N\C(=C=C=C[NH3+])C#N
E_LUMO in Eh: -0.164
Frontier orbital gap in eV: 7.68
2S+1: 1


(6)
# C52H120Cl3NOP3

A 7-piece molecular cluster, C52H120Cl3NOP3 overall (ωB97M-V/def2-TZVPD, the Open Molecules 2025 dataset).

Cartesian coordinates (Å):
C -4.60145 -20.33835 -8.09297
C -5.33016 -21.26175 -7.15885
C -6.66134 -21.82786 -7.68251
C -7.04266 -23.02581 -6.83100
P -6.51162 -24.65713 -7.39278
C -4.77628 -25.01249 -7.13023
C -4.32755 -24.87784 -5.72332
C -2.80861 -24.97989 -5.42684
C -2.24759 -26.29957 -5.82574
C -6.81116 -24.78299 -9.14987
C -5.58822 -24.41237 -10.01633
C -5.98796 -24.08213 -11.45247
C -6.77369 -22.79554 -11.67729
C -7.48505 -25.74211 -6.32064
C -8.94224 -25.72159 -6.65207
C -9.82290 -26.52541 -5.64364
C -9.34720 -27.97481 -5.59363
H -5.21727 -19.47116 -8.20312
H -4.41188 -20.77362 -9.05724
H -3.66307 -20.07872 -7.51034
H -5.61341 -20.76462 -6.23521
H -4.76857 -22.16454 -6.93660
H -6.50373 -22.15143 -8.71976
H -7.48387 -21.13160 -7.65853
H -8.14801 -23.20059 -6.75553
H -6.81052 -22.97034 -5.76940
H -4.12259 -24.39072 -7.73362
H -4.69232 -26.02679 -7.55498
H -4.79871 -25.68647 -5.15929
H -4.65584 -23.93245 -5.24847
H -2.75331 -24.75775 -4.34907
H -2.33501 -24.17116 -6.03504
H -1.20479 -26.42136 -5.52966
H -2.16712 -26.33255 -6.92397
H -2.77377 -27.16425 -5.45725
H -7.69788 -24.21763 -9.35710
H -7.07920 -25.78532 -9.35451
H -4.91793 -25.26626 -10.02052
H -5.07845 -23.51964 -9.58950
H -6.59635 -24.84973 -11.87269
H -5.14650 -24.09557 -12.16049
H -6.10620 -21.94630 -11.53777
H -7.62586 -22.66817 -10.98873
H -7.13412 -22.70858 -12.72119
H -7.33862 -25.41057 -5.26239
H -7.07793 -26.71356 -6.58052
H -9.04817 -26.31895 -7.57705
H -9.36321 -24.72084 -6.78687
H -10.87689 -26.41190 -6.01341
H -9.78318 -26.02595 -4.66010
H -8.30694 -28.02440 -5.32271
H -9.58653 -28.42415 -6.56969
H -9.87851 -28.49125 -4.85217
C -2.48287 -34.31657 -8.06781
C -1.82731 -35.13576 -6.94921
C -2.92662 -35.66464 -5.95245
C -4.09399 -36.37745 -6.62756
P -5.02938 -37.51058 -5.54628
C -4.00301 -39.00651 -5.12377
C -3.60492 -39.88338 -6.32961
C -2.57483 -40.97656 -5.99530
C -2.11127 -41.75697 -7.22825
C -5.44548 -36.67387 -3.94435
C -6.46484 -35.46778 -4.00109
C -7.91554 -35.96073 -3.75110
C -8.99599 -34.88457 -3.83256
C -6.58886 -38.20415 -6.41997
C -7.42996 -37.05495 -7.02217
C -8.74781 -37.61771 -7.58612
C -9.41259 -36.77874 -8.61899
H -1.73233 -33.65991 -8.51821
H -3.32222 -33.68337 -7.79186
H -2.81337 -34.99581 -8.88023
H -1.11785 -34.50428 -6.38238
H -1.19211 -35.92793 -7.40646
H -3.39177 -34.85135 -5.40702
H -2.43178 -36.32476 -5.24019
H -3.91060 -37.10167 -7.43792
H -4.78957 -35.56494 -6.99658
H -4.52761 -39.57909 -4.34381
H -3.07927 -38.69006 -4.54547
H -3.09889 -39.23268 -7.05280
H -4.54078 -40.25118 -6.83733
H -3.04234 -41.74325 -5.34815
H -1.74620 -40.47081 -5.51466
H -2.98130 -42.20684 -7.73236
H -1.54598 -42.68133 -7.01310
H -1.51609 -41.18128 -7.89598
H -4.47347 -36.40081 -3.53208
H -5.73960 -37.42947 -3.22174
H -6.39647 -34.88758 -4.93217
H -6.26003 -34.72725 -3.18376
H -7.92479 -36.39896 -2.76959
H -8.14881 -36.74669 -4.45793
H -9.91158 -35.22013 -3.34397
H -9.17822 -34.65165 -4.90103
H -8.66711 -33.97432 -3.35080
H -7.19734 -38.86536 -5.74218
H -6.16734 -38.78442 -7.24330
H -6.81965 -36.54883 -7.84854
H -7.63143 -36.37435 -6.16668
H -9.40963 -37.77844 -6.73345
H -8.49503 -38.51713 -8.09124
H -9.99683 -36.03609 -8.15029
H -10.06420 -37.46890 -9.17697
H -8.78385 -36.25856 -9.31000
C -8.95943 -31.56130 5.93083
C -9.44877 -31.41407 4.46912
C -8.28718 -31.04226 3.59917
C -8.66240 -31.08244 2.10877
P -7.26230 -30.50420 1.01407
C -6.10818 -31.85940 1.00949
C -4.61828 -31.70735 0.74191
C -4.16542 -31.09500 -0.60521
C -2.70854 -30.65981 -0.49920
C -7.94385 -30.18621 -0.61274
C -8.69075 -31.38313 -1.15066
C -10.06716 -31.05425 -1.83932
C -9.89412 -30.21311 -3.07967
C -6.59683 -28.96882 1.75658
C -7.66045 -27.90533 2.05143
C -7.13863 -26.58384 2.69828
C -6.62656 -26.67090 4.14945
H -8.15437 -32.28383 6.03559
H -9.76637 -31.92535 6.54626
H -8.61434 -30.60346 6.26742
H -10.18978 -30.60141 4.44495
H -9.87727 -32.36758 4.06255
H -7.45722 -31.73578 3.76091
H -7.86878 -30.10549 3.79106
H -9.54825 -30.47281 1.90378
H -8.98072 -32.02440 1.68303
H -6.59773 -32.49794 0.25391
H -6.28538 -32.35895 1.98917
H -4.03343 -32.62245 0.97018
H -4.29769 -30.91804 1.43596
H -4.86878 -30.32642 -1.02308
H -4.15198 -31.93691 -1.29913
H -2.48460 -29.91111 0.26502
H -2.49424 -30.13393 -1.43852
H -2.09226 -31.51566 -0.20685
H -7.17501 -29.88966 -1.31590
H -8.57624 -29.29711 -0.41807
H -8.88337 -32.19522 -0.41922
H -8.07261 -31.86904 -1.91577
H -10.67725 -30.56499 -1.08477
H -10.49856 -32.03419 -2.09062
H -9.31217 -29.28138 -2.85121
H -10.86461 -29.85497 -3.45437
H -9.40035 -30.76096 -3.88114
H -5.86611 -28.53397 1.06226
H -6.08077 -29.29087 2.68418
H -8.43027 -28.29485 2.72293
H -8.10506 -27.61827 1.11504
H -8.02027 -25.94237 2.64684
H -6.31026 -26.21719 2.08696
H -7.33173 -27.13590 4.83626
H -6.27209 -25.70783 4.59649
H -5.70081 -27.28399 4.09703
C -6.28653 -31.28888 -3.89681
C -6.26481 -30.21461 -4.98054
C -5.88629 -28.90331 -4.24722
O -6.73461 -28.75832 -3.08624
C -6.31428 -27.70946 -2.20753
N -5.14826 -30.51064 -6.04628
H -5.13200 -29.82580 -6.83227
H -4.26889 -30.53261 -5.56998
H -5.27446 -31.52867 -6.38761
H -6.68797 -32.25612 -4.13463
H -6.93493 -30.88792 -3.10970
H -5.27213 -31.45268 -3.48811
H -7.22711 -30.23910 -5.52289
H -6.04322 -27.96051 -4.83560
H -4.86282 -28.96871 -3.88438
H -6.42875 -26.74649 -2.74181
H -5.23840 -27.74893 -1.92190
H -6.90722 -27.70997 -1.28966
Cl -6.35479 -33.41933 -7.16411
Cl -5.99096 -27.93337 -7.97792
Cl -2.66405 -30.92262 -3.92167

## Properties
Total charge: +1
E_HOMO in eV: -9.160
E_LUMO in Eh: -0.059
Frontier orbital gap in eV: 7.56
2S+1: 1


Let's list max |F| in order: 0.0499, 0.0349, 0.0334, 0.0956, 0.0701, 0.0489 hartree/bohr.
Let's list electronic energy in order: -123614.2878, -10574.9060, -62145.5253, -8893.9756, -13952.5528, -124838.4912 eV.